The following is a quantum chemistry calculation of 3 unconnected molecules or ions with the total composition C17H40NO6PS at a distorted geometry, from the Open Molecules 2025 dataset.

## Properties
SMILES: [H]/N=C/CPCCCS.COCCOCCOC.COCCOCCOC
Net charge: 0
Spin multiplicity: 1
Orbital gap in eV: 9.391
HOMO energy in eV: -8.66

Last column: natural (NBO) charge in e.
CARTESIAN COORDINATES (ANGSTROEM)
1 S -4.108 -6.474 -3.097  -0.05
2 P -1.960 -2.844 -1.367  0.51
3 O 4.071 1.298 -2.023  -0.54
4 O 1.058 0.834 -1.896  -0.55
5 O -0.864 1.940 5.078  -0.55
6 O 2.467 3.578 -0.766  -0.56
7 O -1.270 1.103 1.814  -0.55
8 O 0.951 2.959 2.839  -0.55
9 N 0.259 -5.858 -2.282  -0.61
10 C -0.218 3.554 3.379  -0.08
11 C -4.491 -4.000 -1.864  -0.41
12 C -0.310 1.365 6.240  -0.25
13 C -0.459 3.279 4.847  -0.09
14 C 3.537 2.460 -2.641  -0.08
15 C 0.979 1.555 2.632  -0.08
16 C 2.071 -0.072 -1.498  -0.09
17 C 2.828 4.099 0.496  -0.27
18 C -0.415 -3.556 -2.113  -0.76
19 C 3.308 0.654 -1.019  -0.08
20 C -0.113 -4.898 -1.560  0.14
21 C -2.075 1.474 0.716  -0.25
22 C 0.246 0.369 -2.953  -0.25
23 C -4.197 -5.467 -1.597  -0.52
24 C 3.479 3.687 -1.755  -0.09
25 C -3.338 -3.267 -2.515  -0.70
26 C 0.113 1.058 1.494  -0.10
27 H 4.460 3.846 -1.295  0.17
28 H 3.248 4.556 -2.385  0.17
29 H -1.099 3.314 2.783  0.19
30 H -2.984 -3.862 -3.351  0.23
31 H -2.845 -6.231 -3.469  0.13
32 H 2.098 3.744 1.224  0.23
33 H -4.834 -3.529 -0.949  0.21
34 H 0.836 -0.083 -3.759  0.17
35 H 3.978 -0.102 -0.601  0.19
36 H 3.063 1.345 -0.210  0.19
37 H 0.426 -2.905 -1.914  0.25
38 H 0.324 1.657 0.601  0.19
39 H 2.015 1.341 2.356  0.18
40 H -3.066 1.730 1.090  0.19
41 H -0.793 1.754 7.144  0.17
42 H -2.137 -3.629 -0.208  -0.04
43 H -1.662 2.351 0.205  0.17
44 H 2.337 -0.739 -2.327  0.17
45 H -0.537 -3.623 -3.182  0.25
46 H 1.689 -0.680 -0.665  0.17
47 H 0.381 0.014 1.284  0.17
48 H -3.281 -5.562 -1.028  0.21
49 H -2.159 0.646 0.002  0.17
50 H -0.473 0.290 6.185  0.19
51 H -5.015 -5.870 -1.025  0.23
52 H -5.324 -3.965 -2.554  0.22
53 H 3.819 3.747 0.804  0.16
54 H -3.697 -2.340 -2.929  0.24
55 H -0.292 1.225 -3.360  0.19
56 H -0.252 -5.025 -0.491  0.15
57 H 4.231 2.684 -3.455  0.19
58 H 0.452 3.512 5.410  0.17
59 H 2.818 5.194 0.489  0.16
60 H -1.260 3.944 5.195  0.17
61 H 0.775 1.010 3.555  0.19
62 H 0.399 -6.675 -1.687  0.34
63 H -0.475 -0.354 -2.560  0.17
64 H 2.565 2.261 -3.096  0.19
65 H -0.050 4.629 3.283  0.19
66 H 0.770 1.545 6.299  0.16

=====

The following is a quantum chemistry calculation of 2 unconnected molecules or ions with the total composition C17H40O2Si, from the Open Molecules 2025 dataset.

## Properties
SMILES: CCCC[Si@H](CCCCCCOC)CCC(C)C.CO
Net charge: 0
Spin multiplicity: 1
Orbital gap in eV: 10.324
HOMO energy in eV: -9.57

Last column: natural (NBO) charge in e.
CARTESIAN COORDINATES (ANGSTROEM)
1 Si 0.946 -1.455 0.610  1.43
2 O 2.368 -0.259 -4.593  -0.73
3 O -2.994 2.821 0.861  -0.55
4 C -4.070 -0.792 0.862  -0.61
5 C 0.640 1.621 -2.242  -0.39
6 C 5.414 0.234 2.318  -0.60
7 C 1.399 0.164 -0.235  -0.87
8 C 0.820 0.215 -1.661  -0.41
9 C -1.238 2.244 -0.633  -0.42
10 C 2.673 -1.424 -5.353  -0.25
11 C 3.915 -0.066 2.439  -0.39
12 C -1.878 -1.964 0.249  -0.38
13 C -2.525 3.013 -0.462  -0.05
14 C -0.839 -1.372 1.207  -0.88
15 C -0.788 2.146 -2.088  -0.39
16 C 3.543 -1.442 1.909  -0.39
17 C -3.869 3.820 1.329  -0.24
18 C 2.050 -1.775 2.111  -0.86
19 C -3.291 -2.127 0.832  -0.22
20 C -3.297 -2.789 2.211  -0.61
21 H 3.693 -1.770 -5.167  0.16
22 H 1.646 -1.168 2.926  0.22
23 H -0.858 -1.880 2.174  0.23
24 H 1.330 2.330 -1.775  0.19
25 H -4.189 -0.424 1.879  0.20
26 H -1.099 -0.329 1.412  0.23
27 H 2.480 0.315 -0.285  0.22
28 H -3.560 -0.031 0.275  0.21
29 H 5.662 0.589 1.319  0.20
30 H 3.609 0.013 3.483  0.19
31 H -3.831 -2.807 0.169  0.19
32 H 2.543 -1.250 -6.424  0.16
33 H -0.161 -0.271 -1.684  0.19
34 H 2.971 0.438 -4.861  0.47
35 H -2.590 -3.616 2.277  0.20
36 H 5.720 0.999 3.028  0.21
37 H 1.915 -2.820 2.397  0.23
38 H -0.448 2.702 -0.036  0.20
39 H -5.066 -0.926 0.443  0.21
40 H -3.054 -2.074 2.996  0.20
41 H -2.360 4.079 -0.649  0.16
42 H -4.286 -3.193 2.426  0.21
43 H 0.881 1.598 -3.305  0.21
44 H -3.282 2.652 -1.168  0.16
45 H -1.958 -1.287 -0.607  0.20
46 H 1.979 -2.199 -5.039  0.19
47 H 3.361 0.683 1.870  0.20
48 H 3.790 -1.492 0.844  0.19
49 H -3.803 3.841 2.415  0.19
50 H -1.403 1.237 -0.242  0.21
51 H 1.108 -2.540 -0.394  -0.20
52 H -0.890 3.109 -2.592  0.20
53 H -3.590 4.806 0.953  0.16
54 H -4.902 3.597 1.053  0.17
55 H 5.999 -0.667 2.505  0.20
56 H 1.491 -0.350 -2.302  0.23
57 H -1.542 -2.917 -0.165  0.20
58 H 4.157 -2.201 2.396  0.20
59 H 1.004 0.967 0.393  0.22
60 H -1.443 1.443 -2.611  0.19

=====

The following is a quantum chemistry calculation of 8 unconnected molecules or ions with the total composition C17H41BBrF3IN10O16S at a distorted geometry, from the Open Molecules 2025 dataset.

## Properties
Net charge: +1
Spin multiplicity: 1
Orbital gap in eV: 7.717
HOMO energy in eV: -11.43

Last column: Löwdin charge in e.
CARTESIAN COORDINATES (ANGSTROEM)
1 I -1.045 1.340 -2.063  0.96
2 Br -5.804 -1.084 1.561  0.94
3 S -3.967 0.635 -2.306  0.75
4 F 1.349 3.651 4.350  0.13
5 F -0.318 2.546 5.257  0.16
6 F -0.695 4.411 4.174  0.11
7 O 2.851 -2.274 -1.198  0.06
8 O -5.949 2.708 -0.633  -0.01
9 O 0.403 -6.398 0.021  0.05
10 O 4.981 0.056 -4.602  0.05
11 O 0.413 -3.138 4.434  0.07
12 O 1.972 -1.949 3.550  0.07
13 O -5.422 4.584 0.261  0.10
14 O 2.707 7.786 4.251  0.06
15 O -3.030 -2.868 2.088  0.16
16 O 2.045 -6.986 1.278  0.07
17 O 2.126 8.051 6.305  0.08
18 O 4.774 -1.873 -5.533  0.07
19 O 1.824 2.302 -4.628  0.02
20 O 3.550 2.933 -5.741  0.07
21 O 2.441 -3.590 -2.843  0.05
22 O -1.239 1.701 2.951  -0.09
23 N -4.906 -1.015 -0.043  -0.31
24 N 1.572 -6.650 0.218  -0.45
25 N -6.086 3.913 -0.482  -0.44
26 N -3.220 -0.781 -1.537  -0.33
27 N 1.427 -2.476 4.495  -0.44
28 N 3.183 -2.887 -2.191  -0.43
29 N 2.960 2.728 -4.708  -0.45
30 N 4.436 -0.725 -5.355  -0.43
31 N 1.920 7.696 5.168  -0.46
32 N -2.762 -0.706 0.847  0.04
33 C 4.589 -2.725 -2.643  0.05
34 C 0.597 7.092 4.853  0.04
35 C -1.359 -1.455 -3.000  -0.31
36 C -3.617 -0.809 -0.196  -0.47
37 C -1.709 1.403 1.660  -0.21
38 C -0.107 2.518 2.881  -0.10
39 C 0.057 3.271 4.185  -0.55
40 C -1.716 -0.679 -1.714  -0.71
41 C 0.130 -1.799 -2.984  -0.12
42 C -0.231 -3.670 1.371  -0.09
43 C -0.668 -2.205 1.478  -0.12
44 C 2.059 -2.289 5.830  0.06
45 C 3.249 -0.226 -6.105  0.06
46 C 2.512 -6.533 -0.931  0.05
47 C -2.911 0.466 1.753  -0.09
48 C -7.147 4.600 -1.267  0.06
49 C 3.695 3.010 -3.444  0.06
50 B -2.203 -1.969 1.473  -0.51
51 H -3.351 -3.565 1.510  0.12
52 H 0.503 -1.915 -1.976  0.05
53 H 0.524 -3.900 2.106  0.06
54 H 0.802 1.939 2.712  0.15
55 H -1.171 -1.134 -0.905  0.05
56 H 5.237 -3.060 -1.839  0.11
57 H -0.134 -1.610 0.742  0.09
58 H -7.651 3.864 -1.881  0.10
59 H 4.738 -1.668 -2.835  0.08
60 H -4.589 1.260 -1.292  -0.13
61 H 0.277 -2.729 -3.509  0.07
62 H -0.172 3.260 2.088  0.14
63 H -2.975 0.130 2.783  0.14
64 H 2.086 -1.223 6.029  0.10
65 H 0.002 7.073 5.757  0.10
66 H 1.950 -6.224 -1.804  0.09
67 H 0.208 -3.875 0.402  0.06
68 H -1.569 -0.800 -3.836  0.08
69 H 2.966 -7.507 -1.079  0.10
70 H -3.817 1.012 1.518  0.11
71 H 0.680 -1.007 -3.478  0.06
72 H 3.064 -2.696 5.772  0.10
73 H -5.490 -1.111 -0.863  0.10
74 H 3.964 4.061 -3.453  0.10
75 H 3.261 -5.795 -0.662  0.09
76 H -6.660 5.355 -1.875  0.11
77 H -1.991 -2.336 -3.012  0.11
78 H 2.508 0.084 -5.375  0.08
79 H 3.574 0.618 -6.706  0.10
80 H -0.939 0.913 1.063  0.09
81 H 4.738 -3.311 -3.538  0.09
82 H 4.583 2.383 -3.442  0.09
83 H 0.135 7.710 4.089  0.10
84 H 0.783 6.097 4.485  0.06
85 H 2.875 -1.031 -6.726  0.10
86 H -0.330 -1.836 2.449  0.10
87 H -7.829 5.056 -0.557  0.11
88 H -1.029 -4.386 1.531  0.07
89 H -1.979 2.303 1.109  0.12
90 H 3.044 2.775 -2.611  0.09
91 H 1.463 -2.814 6.566  0.10

=====

Q: Which value of orbital gap does entry 1 give?
A: 9.391 eV

=====

Repeat the second record exactly.
The following is a quantum chemistry calculation of 2 unconnected molecules or ions with the total composition C17H40O2Si, from the Open Molecules 2025 dataset.

## Properties
SMILES: CCCC[Si@H](CCCCCCOC)CCC(C)C.CO
Net charge: 0
Spin multiplicity: 1
Orbital gap in eV: 10.324
HOMO energy in eV: -9.57

Last column: natural (NBO) charge in e.
CARTESIAN COORDINATES (ANGSTROEM)
1 Si 0.946 -1.455 0.610  1.43
2 O 2.368 -0.259 -4.593  -0.73
3 O -2.994 2.821 0.861  -0.55
4 C -4.070 -0.792 0.862  -0.61
5 C 0.640 1.621 -2.242  -0.39
6 C 5.414 0.234 2.318  -0.60
7 C 1.399 0.164 -0.235  -0.87
8 C 0.820 0.215 -1.661  -0.41
9 C -1.238 2.244 -0.633  -0.42
10 C 2.673 -1.424 -5.353  -0.25
11 C 3.915 -0.066 2.439  -0.39
12 C -1.878 -1.964 0.249  -0.38
13 C -2.525 3.013 -0.462  -0.05
14 C -0.839 -1.372 1.207  -0.88
15 C -0.788 2.146 -2.088  -0.39
16 C 3.543 -1.442 1.909  -0.39
17 C -3.869 3.820 1.329  -0.24
18 C 2.050 -1.775 2.111  -0.86
19 C -3.291 -2.127 0.832  -0.22
20 C -3.297 -2.789 2.211  -0.61
21 H 3.693 -1.770 -5.167  0.16
22 H 1.646 -1.168 2.926  0.22
23 H -0.858 -1.880 2.174  0.23
24 H 1.330 2.330 -1.775  0.19
25 H -4.189 -0.424 1.879  0.20
26 H -1.099 -0.329 1.412  0.23
27 H 2.480 0.315 -0.285  0.22
28 H -3.560 -0.031 0.275  0.21
29 H 5.662 0.589 1.319  0.20
30 H 3.609 0.013 3.483  0.19
31 H -3.831 -2.807 0.169  0.19
32 H 2.543 -1.250 -6.424  0.16
33 H -0.161 -0.271 -1.684  0.19
34 H 2.971 0.438 -4.861  0.47
35 H -2.590 -3.616 2.277  0.20
36 H 5.720 0.999 3.028  0.21
37 H 1.915 -2.820 2.397  0.23
38 H -0.448 2.702 -0.036  0.20
39 H -5.066 -0.926 0.443  0.21
40 H -3.054 -2.074 2.996  0.20
41 H -2.360 4.079 -0.649  0.16
42 H -4.286 -3.193 2.426  0.21
43 H 0.881 1.598 -3.305  0.21
44 H -3.282 2.652 -1.168  0.16
45 H -1.958 -1.287 -0.607  0.20
46 H 1.979 -2.199 -5.039  0.19
47 H 3.361 0.683 1.870  0.20
48 H 3.790 -1.492 0.844  0.19
49 H -3.803 3.841 2.415  0.19
50 H -1.403 1.237 -0.242  0.21
51 H 1.108 -2.540 -0.394  -0.20
52 H -0.890 3.109 -2.592  0.20
53 H -3.590 4.806 0.953  0.16
54 H -4.902 3.597 1.053  0.17
55 H 5.999 -0.667 2.505  0.20
56 H 1.491 -0.350 -2.302  0.23
57 H -1.542 -2.917 -0.165  0.20
58 H 4.157 -2.201 2.396  0.20
59 H 1.004 0.967 0.393  0.22
60 H -1.443 1.443 -2.611  0.19

=====

Q: What is the formula in the first record?
A: C17H40NO6PS